Record 1
# C29H25BrN7PPt

A molecular structure, C29H25BrN7PPt (the ωB97M-V functional and the def2-TZVPD basis, OMol25).

Geometry as ORCA input:
```
! wB97M-V def2-TZVPD RIJCOSX def2/J DEFGRID3
* xyz 2 1
Pt 0.96798 -0.06931 0.04603
N 2.06627 1.74235 0.02758
C 1.30084 2.98755 0.06640
C 1.94265 4.21504 0.05403
C 1.17508 5.36702 0.10671
C -0.21311 5.29300 0.17122
C -0.84721 4.06358 0.17355
C -0.08029 2.90115 0.11893
P -0.77931 1.25109 -0.01844
C -1.97402 1.03881 1.29974
C -3.07423 0.19245 1.15117
C -3.94632 0.00533 2.21053
C -3.72127 0.65145 3.41991
C -2.62037 1.48311 3.57703
C -1.74677 1.68004 2.51969
C -1.62780 1.17977 -1.60757
C -0.91569 0.78737 -2.74194
C -1.51005 0.84194 -3.99194
C -2.81737 1.29336 -4.11738
C -3.52625 1.69808 -2.99475
C -2.93710 1.64397 -1.74106
H 2.66124 1.72131 -0.79734
H 2.67130 1.68662 0.84388
H 3.02318 4.27765 0.00880
H 1.66187 6.33258 0.09938
H -0.79812 6.20113 0.21458
H -1.92756 4.00617 0.21569
H -3.25278 -0.31727 0.21162
H -4.80596 -0.64064 2.09160
H -4.40967 0.50934 4.24221
H -2.44821 1.98591 4.51873
H -0.89501 2.33779 2.64516
H 0.11082 0.44711 -2.65087
H -0.95277 0.53857 -4.86784
H -3.28277 1.33442 -5.09286
H -4.54087 2.05906 -3.09364
H -3.50057 1.97054 -0.87637
N 5.87794 -0.43094 0.13699
C 4.75505 0.26882 0.03408
N 3.70585 -0.54473 0.04821
C 4.29821 -1.78188 0.15388
N 5.60876 -1.73800 0.21457
C 3.59787 -3.07483 0.14961
C 4.32558 -4.26430 0.21870
N 3.72838 -5.44488 0.19002
C 2.40415 -5.43837 0.08262
C 1.68406 -4.25655 0.00935
N 2.27470 -3.06396 0.04610
H 6.83230 -0.10330 0.15639
H 4.76465 1.34298 -0.05363
H 5.40485 -4.24505 0.29278
H 1.90040 -6.39654 0.05351
H 0.60632 -4.28828 -0.08519
Br -3.52762 -4.97693 0.49101
C -2.23689 -3.63941 0.34913
C -1.63741 -3.11522 1.48709
C -0.69954 -2.11658 1.34066
N -0.33619 -1.64097 0.13905
C -0.90044 -2.16395 -0.96034
C -1.85512 -3.15686 -0.89704
H -1.89935 -3.46681 2.47448
H -0.23117 -1.66186 2.20291
H -0.58490 -1.75574 -1.90974
H -2.29023 -3.54331 -1.80737
*
```

Orbital gap ... 8.34 eV
Energy relative to the best compared isomer or geometry (same formula, charge and spin) ... 0.000 eV
HOMO ... -14.34 eV

=====

Record 2
# C29H25Cl4F7MoN3O8S3

A molecular structure, C29H25Cl4F7MoN3O8S3 (the ωB97M-V functional and the def2-TZVPD basis, OMol25).

Geometry as ORCA input:
```
! wB97M-V def2-TZVPD RIJCOSX def2/J DEFGRID3
* xyz -1 3
Mo -0.41452 0.74425 0.55905
F -5.90241 -1.24897 1.13186
C -4.89962 -1.09160 0.26806
F -4.28060 -2.26436 0.12073
F -5.40753 -0.73101 -0.91034
S -3.71671 0.19643 0.88513
O -2.55230 -0.05071 0.03430
O -4.47715 1.39566 0.75162
N -3.52615 -0.29280 2.36190
S -2.26075 -0.86566 3.08900
O -0.97096 -0.27322 2.74231
O -2.53945 -1.06499 4.47271
C -2.00525 -2.59153 2.45135
F -1.64702 -2.57045 1.16649
F -1.00532 -3.14734 3.14778
F -3.08562 -3.35494 2.58889
Cl 5.70804 4.64375 3.22597
C 4.29417 3.73419 2.77148
C 4.25494 3.09897 1.55042
C 3.11450 2.40899 1.17844
Cl 3.10362 1.66295 -0.38292
C 1.96822 2.31585 2.00753
O 0.86569 1.67392 1.69663
C 2.09997 2.94474 3.26628
Cl 0.83101 2.74763 4.41197
C 3.22419 3.65497 3.63898
H 5.09919 3.14738 0.87687
H 3.26074 4.13637 4.60641
C 1.96557 -4.55744 -2.93221
C 2.12006 -3.14694 -3.50241
N 0.92448 -2.31606 -3.32365
C 0.04595 -2.12425 -4.47112
C -1.04557 -3.18512 -4.59768
C 0.62268 -1.82255 -2.09605
S -0.87660 -1.04507 -1.82606
N 1.57533 -2.07828 -1.15621
C 1.59265 -1.50630 0.00835
O 0.83587 -0.52150 0.30504
C 2.54645 -1.95022 1.03907
C 3.49591 -2.92817 0.75440
C 4.38312 -3.33756 1.73474
C 4.33254 -2.77394 3.00384
C 3.39323 -1.79194 3.28752
C 2.50011 -1.38091 2.31173
H 2.90076 -5.11220 -3.04358
H 1.17242 -5.10602 -3.44371
H 1.71622 -4.49489 -1.87336
H 2.32178 -3.20175 -4.57194
H 2.95834 -2.65546 -3.01282
H 0.66952 -2.11299 -5.36718
H -0.42673 -1.15045 -4.36387
H -0.61885 -4.18348 -4.71971
H -1.67201 -2.96766 -5.46614
H -1.66965 -3.16942 -3.70384
H 3.52366 -3.35281 -0.24093
H 5.12060 -4.09941 1.51253
H 5.01757 -3.10510 3.77491
H 3.34880 -1.34393 4.27247
H 1.74885 -0.63483 2.53456
Cl -2.80783 2.83893 4.31395
C -2.74306 3.71245 2.75481
C -1.59389 3.23815 1.86512
O -0.69207 4.00766 1.61687
O -1.70751 2.02881 1.31479
H -2.59371 4.75440 3.00118
H -3.68578 3.53910 2.24640
F -4.81223 3.62332 -3.59404
C -3.62896 3.29016 -3.01549
C -2.86974 2.28735 -3.57393
C -1.66625 1.94656 -2.96885
C -1.22436 2.56957 -1.79851
C 0.03782 2.12580 -1.09256
C -1.99222 3.63807 -1.32406
C -3.20127 3.98885 -1.90778
H -3.21491 1.78357 -4.46892
H -1.06049 1.16689 -3.40705
H 0.53799 3.00012 -0.67782
H 0.69483 1.65363 -1.82205
H -1.62451 4.21032 -0.48552
H -3.80781 4.79447 -1.51211
*
```

Orbital gap (alpha / beta) ... 7.22 / 7.31 eV
Energy relative to the best compared isomer or geometry (same formula, charge and spin) ... 1.853 eV
Expectation value of S² ... 2.02
HOMO (alpha / beta) ... -5.37 / -5.72 eV

=====

Record 3
# C29H25ClPSTi

A molecular structure, C29H25ClPSTi (the ωB97M-V functional and the def2-TZVPD basis, OMol25).

Geometry as ORCA input:
```
! wB97M-V def2-TZVPD RIJCOSX def2/J DEFGRID3
* xyz 1 1
C -0.80939 -1.51343 3.30001
C -0.70919 -2.05773 1.98981
C 0.68621 -2.25333 1.70171
H -1.52269 -2.24943 1.31251
C 1.42531 -1.88433 2.85421
C 0.52221 -1.37023 3.81891
H 0.78611 -0.95233 4.77491
H -1.71289 -1.21003 3.79871
H 1.09471 -2.62383 0.77751
H 2.49841 -1.84043 2.91941
Ti 0.28331 -0.16823 2.04451
Cl 2.13201 1.09317 1.61201
P 0.39961 0.17977 -1.76779
C 1.50401 -0.88313 -2.78509
C 1.08491 -1.59663 -3.90579
H 0.05221 -1.54473 -4.22039
C 1.98531 -2.37263 -4.62249
H 1.64531 -2.92353 -5.48969
C 3.31591 -2.43903 -4.23519
H 4.01651 -3.04323 -4.79649
C 3.74311 -1.73063 -3.11969
H 4.77771 -1.78203 -2.80709
C 2.84171 -0.96763 -2.39449
H 3.17631 -0.42873 -1.51629
C -1.25509 -0.25193 -2.44659
C -1.88849 -1.37533 -1.91219
H -1.40339 -1.93663 -1.12279
C -3.12779 -1.77893 -2.38309
H -3.60409 -2.65473 -1.96239
C -3.76339 -1.05223 -3.38139
H -4.73579 -1.36023 -3.74279
C -3.14789 0.07387 -3.90859
H -3.63819 0.64567 -4.68569
C -1.89969 0.47007 -3.44849
H -1.42409 1.34377 -3.87109
C 0.68571 1.83417 -2.52009
C 1.38621 2.04047 -3.70649
H 1.80021 1.19597 -4.23879
C 1.55421 3.32327 -4.20959
H 2.10251 3.46927 -5.13109
C 1.01781 4.41367 -3.54019
H 1.14871 5.41257 -3.93509
C 0.31721 4.21747 -2.35709
H -0.09859 5.06347 -1.82579
C 0.16191 2.93867 -1.84599
H -0.37239 2.79177 -0.91509
S -0.40659 1.64537 3.58771
C -0.84459 1.03297 5.22221
C 0.16991 1.05547 6.19641
C -0.08439 0.63217 7.49801
C -1.36209 0.19137 7.84291
C -2.38519 0.18507 6.88661
C -2.13129 0.61427 5.57491
H 1.16461 1.40277 5.93571
H 0.70871 0.64737 8.23571
H -1.55799 -0.13713 8.85661
H -3.37539 -0.14803 7.16461
H -2.92799 0.61627 4.84501
*
```

Orbital gap (alpha / beta) ... 5.80 / 5.80 eV
HOMO (alpha / beta) ... -11.01 / -11.01 eV

=====

| no. | maximum force (eV/A) |
| --- | --- |
| 1 | 0.76 |
| 2 | 4.18 |
| 3 | 7.32 |